Entry from OMol25: one molecule with the formula C6H9P in a non-equilibrium geometry (ωB97M-V with the def2-TZVPD basis set).

CARTESIAN COORDINATES (ANGSTROEM)
C  0.64929  -0.61539  0.10245
H  3.06159  -1.56843  1.24706
H  3.94799  -0.01440  0.74596
H  -3.43954  0.68284  -0.06895
H  -2.68079  1.39004  1.33038
H  0.76498  -1.77646  0.26552
C  1.93296  -0.00021  0.08154
H  -0.65962  1.95488  0.30843
C  -0.68502  -0.13590  -0.08328
P  2.47826  1.51096  -0.52498
H  -2.81275  2.49373  -0.17842
C  -1.19706  1.03575  0.08464
H  3.41975  -1.11280  -0.47893
C  -2.65901  1.41608  0.25095
C  3.07258  -0.78146  0.50447
H  -1.44400  -0.94375  -0.15897

Output
ΔE to the lowest compared entry with this formula, charge and spin: 85.6 kcal per mole
E_LUMO (alpha / beta): -0.0220 / -0.0435 Eh
multiplicity: 1
total energy: -575.20169 a.u.
HOMO (alpha / beta): -7.285 / -7.782 eV

Charge distribution, Löwdin scheme, values in e: -0.12 0.07 0.08 0.08 0.07 0.14 -0.80 0.09 -0.18 0.81 0.11 -0.19 0.07 -0.10 -0.24 0.12